Entry 1:
{"formula": "C7H8BrClN5", "method": "wB97M-V/def2-TZVPD", "elements": ["H", "N", "C", "C", "Br", "C", "Cl", "N", "C", "N", "N", "C", "C", "C", "N", "H", "H", "H", "H", "H", "H", "H"], "positions_angstrom": [[-0.109828, 0.703695, -2.187302], [-0.272661, -0.325284, -2.225279], [-1.230980, -0.767887, -1.552437], [-2.048126, -0.074369, -0.511151], [-3.792899, -0.889914, -0.365779], [-1.738432, 1.006439, 0.232290], [-2.858470, 1.779930, 1.306494], [-0.536168, 1.695592, -0.001287], [0.639006, 1.092032, -0.238872], [1.621988, 1.629842, -0.909102], [0.937741, -0.053330, 0.466742], [0.363723, -0.515256, 1.635129], [0.850546, -1.739686, 1.889614], [1.805087, -1.944858, 0.782295], [1.856342, -0.968506, 0.013505], [-1.475617, -1.881113, -1.640994], [-0.688102, 2.716226, -0.287128], [1.515131, 2.623504, -0.987738], [2.376635, 1.003800, -1.027859], [-0.455540, 0.036588, 2.244106], [0.601739, -2.464809, 2.652513], [2.638879, -2.662645, 0.712230]], "atomic_forces_ev_per_a": [[-0.45, -1.13, -0.12], [0.32, 1.06, -1.17], [-0.32, -1.64, 0.85], [-1.48, 0.07, 0.16], [1.01, 0.42, 0.14], [-1.33, -0.88, -0.83], [0.79, -0.24, -0.31], [0.47, 2.26, -0.38], [0.21, -0.65, 2.63], [-2.00, 0.56, 0.28], [-0.78, -0.08, -0.07], [-2.83, 0.60, 1.79], [0.90, -0.54, -1.14], [0.73, -2.50, 3.23], [0.39, 3.39, -2.85], [0.29, 1.52, 0.09], [0.57, -1.95, 0.45], [0.99, 0.29, -1.00], [1.68, -0.02, -0.29], [1.79, -0.85, -1.42], [0.07, 0.41, 0.06], [-1.03, -0.09, -0.10]], "lowdin_charge": [0.0649, 0.1323, -0.2836, -0.6239, 0.7982, -0.7747, 0.7372, 0.0959, -0.3548, 0.2696, -0.0582, -0.0556, 0.0155, -0.1077, 0.1031, 0.1264, 0.2122, 0.1541, 0.1264, 0.1664, 0.1155, 0.1407], "e_above_lowest_kj_mol": 170.4, "homo_energy_ev": -13.10, "e_lumo_ev": -4.66, "orbital_gap_ev": 8.44, "charge": 1, "smiles": "[H]/N=C\\C(Br)=C(\\Cl)NC(=[NH2+])n1cccn1"}

Entry 2:
{"formula": "H3O2", "method": "wB97M-V/def2-TZVPD", "elements": ["O", "H", "O", "H", "H"], "positions_angstrom": [[1.307943, -0.255232, 0.025924], [1.590968, 0.351552, 0.711912], [-1.206199, 0.165144, -0.289976], [-2.047339, -0.287634, -0.297185], [0.354628, 0.026171, -0.150673]], "atomic_forces_ev_per_a": [[0.52, 0.29, -0.05], [0.05, 0.03, 0.09], [0.09, 0.65, -0.08], [-0.05, -0.25, 0.03], [-0.61, -0.72, 0.02]], "lowdin_charge": [-0.1802, -0.0208, -0.5540, -0.1759, -0.0691], "e_above_lowest_kj_mol": 18.9, "homo_energy_ev": -2.76, "e_lumo_ev": 5.25, "orbital_gap_ev": 8.01, "charge": -1}

Entry 3:
{"formula": "C2H6BrMnO", "method": "wB97M-V/def2-TZVPD", "elements": ["Mn", "Br", "C", "C", "O", "H", "H", "H", "H", "H", "H"], "positions_angstrom": [[-4.511930, -12.173510, 15.563210], [-5.222130, -13.594030, 17.556500], [-3.162640, -16.278560, 19.975300], [-4.450050, -17.038440, 19.729790], [-5.561530, -16.207140, 19.436550], [-2.546140, -17.008450, 20.499980], [-3.491860, -15.469350, 20.627140], [-2.640170, -16.012270, 19.056490], [-4.735370, -17.472050, 20.688270], [-4.322320, -17.745140, 18.909810], [-5.125190, -15.481690, 18.983880]], "atomic_forces_ev_per_a": [[-0.74, -1.46, 2.06], [0.69, 1.72, -2.25], [-0.69, -0.85, 0.13], [-0.23, -0.35, 0.34], [0.31, 0.69, -0.45], [0.38, 0.43, 0.21], [0.83, 0.36, -0.02], [-0.12, 0.46, 0.09], [0.16, -0.73, -0.30], [-0.07, -0.48, 0.29], [-0.52, 0.22, -0.11]], "lowdin_charge": [1.0693, 0.1074, -0.0909, -0.3296, -0.1213, 0.0811, 0.0856, 0.0697, 0.1179, 0.1123, -0.1015], "e_above_lowest_kj_mol": 67.3, "multiplicity": 6, "homo_energy_ev": [-12.52, -12.52], "e_lumo_ev": [-8.18, -8.13], "s_squared": 8.76, "orbital_gap_ev": [4.35, 4.39], "charge": 1}

| no. | E (hartree) |
| --- | --- |
| 1 | -3579.19507 |
| 2 | -152.27564 |
| 3 | -3879.70241 |